Entry 1:
Density functional theory data (ωB97M-V/def2-TZVPD) for C41H43AlN4O4P as an isolated structure.

total charge: +1
highest occupied orbital energy: -9.70 eV
ΔE to the lowest compared entry with this formula, charge and spin: 1.988 eV
maximum force: 4.417 eV Å⁻¹
HOMO-LUMO gap: 4.29 eV

Each line ends with the Mulliken charge.
Geometry (Å):
Al (-0.892, 4.503, 20.711)  0.245
O (-1.984, 5.675, 19.880)  -0.206
C (-2.925, 6.463, 20.374)  0.341
C (-3.578, 7.429, 19.577)  -0.882
C (-4.416, 8.398, 20.138)  -0.394
C (-4.702, 8.370, 21.556)  -0.674
C (-4.205, 7.315, 22.312)  -0.711
C (-3.349, 6.365, 21.761)  1.533
C (-2.815, 5.318, 22.592)  -0.973
N (-2.171, 4.204, 22.192)  0.572
N (-3.029, 3.166, 21.830)  -0.950
C (-2.587, 2.549, 20.733)  0.568
O (-1.440, 2.933, 20.239)  -0.483
C (-3.400, 1.528, 20.118)  0.392
C (-2.797, 0.806, 19.074)  -0.421
C (-3.430, -0.219, 18.400)  -0.520
C (-4.617, -0.760, 18.906)  -0.458
C (-5.288, -0.066, 19.957)  -0.570
C (-4.702, 1.076, 20.557)  -0.242
H (-3.252, 7.500, 18.505)  0.382
H (-4.815, 9.229, 19.565)  0.420
H (-5.264, 9.196, 22.018)  0.394
H (-4.554, 7.282, 23.355)  0.363
H (-3.112, 5.405, 23.666)  0.332
H (-1.849, 1.156, 18.689)  0.331
H (-2.922, -0.616, 17.537)  0.382
H (-4.931, -1.743, 18.577)  0.388
H (-6.310, -0.259, 20.166)  0.401
H (-5.215, 1.613, 21.438)  0.309
O (3.148, 8.227, 26.751)  -0.465
C (2.259, 8.808, 25.878)  0.458
O (2.071, 9.999, 25.909)  -0.504
C (1.475, 7.962, 24.884)  0.519
C (1.239, 6.605, 25.164)  -0.763
C (0.668, 5.858, 24.158)  -0.304
C (0.480, 6.338, 22.824)  -0.150
C (0.488, 7.746, 22.651)  -0.462
C (1.049, 8.586, 23.682)  -0.840
N (0.520, 5.457, 21.691)  0.509
C (1.685, 5.260, 21.062)  0.062
C (1.587, 4.951, 19.660)  0.367
C (2.626, 5.209, 18.793)  -0.776
C (2.408, 5.173, 17.399)  -0.334
C (1.116, 4.911, 16.962)  -0.762
C (0.126, 4.648, 17.867)  0.062
N (0.311, 4.696, 19.205)  0.074
H (3.446, 7.371, 26.428)  0.333
H (1.624, 6.101, 26.059)  0.415
H (0.296, 4.843, 24.353)  0.476
H (0.226, 8.174, 21.663)  0.491
H (1.068, 9.683, 23.658)  0.471
H (2.654, 4.980, 21.582)  0.411
H (3.656, 5.292, 19.157)  0.435
H (3.207, 5.445, 16.707)  0.461
H (0.946, 4.872, 15.880)  0.410
H (-0.939, 4.542, 17.593)  0.530
C (2.579, 8.828, 12.601)  -1.766
C (2.301, 9.902, 13.643)  1.953
C (2.671, 9.355, 15.025)  -1.681
C (3.092, 11.205, 13.372)  -1.815
P (0.464, 10.231, 13.854)  -0.208
C (0.417, 11.796, 14.793)  0.560
C (-0.202, 11.745, 16.086)  -0.580
C (-0.175, 12.878, 16.870)  -0.510
C (0.529, 14.029, 16.418)  -0.466
C (1.012, 14.092, 15.127)  -0.799
C (0.915, 12.977, 14.277)  -0.303
C (-0.285, 10.666, 12.176)  1.899
C (-1.416, 11.658, 12.341)  -1.720
C (0.633, 11.137, 11.015)  -1.651
C (-1.023, 9.344, 11.755)  -1.880
H (3.615, 8.447, 12.773)  0.495
H (2.539, 9.233, 11.575)  0.290
H (1.837, 8.003, 12.772)  0.323
H (3.761, 9.344, 15.186)  0.431
H (2.286, 8.327, 15.190)  0.326
H (2.215, 9.982, 15.848)  0.334
H (4.106, 10.897, 13.011)  0.538
H (3.174, 11.799, 14.285)  0.328
H (2.607, 11.722, 12.481)  0.255
H (-0.576, 10.836, 16.524)  0.430
H (-0.572, 12.854, 17.852)  0.427
H (0.777, 14.830, 17.141)  0.343
H (1.629, 14.960, 14.813)  0.317
H (1.252, 13.028, 13.292)  0.652
H (-1.160, 12.635, 12.816)  0.311
H (-2.331, 11.198, 12.859)  0.329
H (-1.803, 11.899, 11.359)  0.518
H (0.853, 12.190, 11.036)  0.334
H (0.162, 10.902, 10.038)  0.459
H (1.558, 10.603, 11.019)  0.213
H (-1.582, 8.943, 12.584)  0.508
H (-0.243, 8.573, 11.469)  0.341
H (-1.624, 9.548, 10.855)  0.471

***

Entry 2:
Density functional theory data (ωB97M-V/def2-TZVPD) for C30H44Br2CuN2P2 as an isolated structure.

total charge: +2
highest occupied orbital energy (spin up / spin down): -12.90 / -12.90 eV
ΔE to the lowest compared entry with this formula, charge and spin: 0.000 eV
maximum force: 3.292 eV Å⁻¹
HOMO-LUMO gap (spin up / spin down): 6.92 / 3.87 eV
multiplicity: 2

Each line ends with the Mulliken charge.
Geometry (Å):
N (1.032, 5.422, -3.261)  -0.523
C (1.903, 5.060, -2.307)  -0.485
C (2.508, 3.797, -2.283)  -0.296
C (2.134, 2.848, -3.255)  0.614
C (1.199, 3.236, -4.231)  -0.311
C (0.718, 4.548, -4.218)  -0.577
C (2.549, 1.485, -3.190)  -0.395
Cu (-0.122, -0.359, 0.645)  -0.544
P (-0.387, -2.141, 1.898)  1.310
C (1.917, 0.482, -3.876)  -0.725
C (1.832, -0.829, -3.274)  0.576
C (0.789, -1.733, -3.572)  -0.718
C (0.473, -2.759, -2.693)  -0.344
C (1.303, -2.947, -1.579)  -0.042
C (2.486, -2.232, -1.395)  -0.541
C (2.731, -1.152, -2.228)  -0.715
Br (1.120, -4.579, -0.521)  -0.100
H (3.407, 1.290, -2.566)  0.508
H (1.241, 0.629, -4.721)  0.428
H (3.201, 3.534, -1.463)  0.394
H (0.783, 2.553, -4.969)  0.310
H (2.184, 5.796, -1.531)  0.364
H (0.075, 4.902, -5.036)  0.358
H (0.206, -1.576, -4.481)  0.424
H (3.607, -0.535, -2.043)  0.586
H (-0.374, -3.415, -2.852)  0.588
H (3.207, -2.499, -0.621)  0.661
P (-1.849, 0.778, -0.017)  1.260
C (1.366, -2.547, 2.325)  0.038
C (1.676, -3.980, 2.747)  -1.119
H (1.632, -1.840, 3.131)  0.524
H (1.962, -2.259, 1.444)  -0.144
H (2.735, -4.063, 3.035)  0.414
H (1.063, -4.300, 3.598)  0.278
H (1.507, -4.666, 1.907)  0.044
C (-1.397, -3.316, 0.891)  0.597
C (-1.813, -4.657, 1.506)  -1.517
H (-0.786, -3.514, -0.017)  -0.542
H (-2.278, -2.744, 0.543)  0.083
H (-2.086, -5.341, 0.686)  0.422
H (-1.011, -5.140, 2.083)  0.284
H (-2.692, -4.553, 2.159)  0.375
C (-1.309, -2.046, 3.466)  -0.235
C (-0.956, -3.009, 4.597)  -1.528
H (-2.371, -2.159, 3.204)  0.404
H (-1.158, -1.001, 3.771)  0.459
H (-1.657, -2.878, 5.429)  0.428
H (-1.030, -4.058, 4.298)  0.313
H (0.050, -2.843, 4.993)  0.396
C (-2.871, 1.805, 1.116)  -1.101
C (-3.081, 1.189, 2.492)  -1.221
H (-3.846, 1.907, 0.614)  0.737
H (-2.423, 2.805, 1.197)  0.539
H (-3.841, 1.786, 3.016)  0.455
H (-3.439, 0.154, 2.443)  0.283
H (-2.164, 1.181, 3.097)  0.153
C (-3.254, -0.239, -0.627)  -0.852
C (-2.975, -0.825, -2.002)  -1.234
H (-4.137, 0.421, -0.658)  0.530
H (-3.438, -1.020, 0.129)  0.526
H (-3.763, -1.545, -2.249)  0.448
H (-2.984, -0.039, -2.766)  0.361
H (-2.003, -1.329, -2.058)  0.227
C (-1.536, 1.917, -1.428)  -0.262
C (-1.276, 3.379, -1.080)  -1.354
H (-2.406, 1.843, -2.097)  0.458
H (-0.668, 1.510, -1.973)  0.181
H (-1.112, 3.939, -2.006)  0.360
H (-2.131, 3.836, -0.567)  0.427
H (-0.384, 3.509, -0.453)  0.258
Br (0.645, 4.863, 2.921)  -0.072
C (1.405, 3.259, 2.188)  -0.600
C (2.784, 3.060, 2.174)  -0.070
C (3.322, 1.858, 1.703)  -1.025
C (2.443, 0.903, 1.175)  0.069
N (1.118, 1.114, 1.188)  0.649
C (0.581, 2.258, 1.672)  -0.654
H (3.412, 3.850, 2.549)  0.489
H (4.387, 1.621, 1.733)  0.473
H (2.813, -0.035, 0.757)  0.192
H (-0.499, 2.374, 1.642)  0.593

***

Entry 3:
Density functional theory data (ωB97M-V/def2-TZVPD) for C4H7N3O in the gas phase.

SMILES string: C=CNC(=O)/C=N\N
highest occupied orbital energy: -9.31 eV
ΔE to the lowest compared entry with this formula, charge and spin: 4.114 eV
maximum force: 4.571 eV Å⁻¹
HOMO-LUMO gap: 9.50 eV

Each line ends with the Mulliken charge.
Geometry (Å):
C (2.811, 0.052, 0.090)  -0.473
C (1.784, -0.752, -0.303)  -0.155
N (0.425, -0.450, 0.091)  -0.355
C (-0.091, 0.886, -0.053)  0.631
O (0.490, 1.852, 0.254)  -0.513
C (-1.552, 1.052, -0.394)  -0.287
N (-2.661, 0.369, -0.250)  -0.378
N (-2.405, -0.920, 0.214)  -0.510
H (2.351, 1.004, 0.848)  0.172
H (3.847, -0.227, -0.296)  0.271
H (1.794, -1.701, -1.080)  0.192
H (-0.285, -1.014, -0.248)  0.434
H (-1.709, 2.053, -0.671)  0.417
H (-3.197, -1.287, 0.852)  0.309
H (-1.602, -0.917, 0.946)  0.246